[1]
22
Properties=species:S:1:pos:R:3:nbo_charge:R:1 method="wB97M-V/def2-TZVPD" gap_ev=7.91 total_charge=0 e_above_lowest_kcal_mol=108.5
O -1.75096 -0.02229 -0.84271 -0.73
O -0.66578 -2.39668 -1.69356 -0.74
O 0.16090 -1.36462 0.69394 -0.73
N 1.86066 -0.04863 -0.11177 -0.87
C -0.20540 1.53103 0.98362 -0.56
C -0.38883 0.23371 -0.99851 0.09
C -0.03483 1.20533 2.45789 -0.63
C 0.51340 -0.24283 0.02588 0.54
C -0.07064 -1.21922 -2.21921 -0.14
H -0.56908 -0.88514 -3.13118 0.16
H -1.95696 0.18574 0.08254 0.49
H -0.09161 1.10543 -1.56694 0.20
H 2.44283 -0.84958 0.08265 0.40
H 2.23301 0.83217 0.20666 0.40
H -1.17428 2.00602 0.80521 0.19
H -0.78917 0.48537 2.78456 0.20
H 0.98112 -1.42180 -2.40783 0.18
H -0.12076 2.08576 3.10501 0.20
H 0.54708 2.24531 0.63866 0.17
H 0.93886 0.74913 2.65471 0.20
H -1.61123 -2.21176 -1.61557 0.49
H -0.24835 -2.00246 0.06593 0.52



[2]
117
Properties=species:S:1:pos:R:3:mulliken_spin:R:1 method="wB97M-V/def2-TZVPD" gap_ev="8.39 / 6.59" multiplicity=2 total_charge=0 e_above_lowest_kcal_mol=0.0
Te 0.08339 -1.76140 -0.03676 0.42
Cu -0.88246 1.00859 0.73768 0.00
Si 1.03813 -3.45788 -2.95215 0.04
Si 0.33937 -4.28814 2.26853 0.00
N -1.15315 1.71577 -2.01602 0.01
N 1.85920 0.58725 -0.75697 0.03
N 1.47320 1.18705 -1.91635 0.00
N 0.31038 2.72537 0.62078 0.00
N -1.94134 1.54035 -0.91078 0.03
N 0.46626 3.14719 -0.66841 0.00
N -1.40966 -0.12017 2.27141 0.02
N -2.52094 -1.57616 -0.28400 0.05
C 0.24666 2.38504 3.47834 0.00
C 3.62930 0.74682 -2.12511 -0.01
C 0.63246 3.74504 2.91186 0.00
C 0.62086 3.75843 1.39950 0.00
C 0.00051 -3.09204 3.66880 0.00
C -3.24819 1.78497 -2.70325 0.00
C -1.41384 2.07076 -4.48895 0.00
C 3.14942 0.32156 -0.86804 0.03
C 0.86707 4.43336 -0.69072 0.00
C -1.93807 1.85521 -3.10919 0.00
C 2.53750 1.28769 -2.76006 0.01
C 2.19145 -4.46442 2.11334 0.03
C 0.00538 -4.16757 -4.33573 0.00
C -0.49961 -3.66943 0.70407 0.04
C 1.15071 5.19824 -1.94153 0.00
C -3.36002 -2.15660 0.26695 0.05
C 1.62192 -4.83701 -1.83058 0.03
C -1.89609 -0.26646 3.29773 0.00
C -0.07661 -2.19206 -2.09310 0.08
C -5.02408 3.01984 -0.47624 0.00
C 2.53002 -2.59847 -3.66580 0.00
C -4.05664 1.31081 1.05174 0.00
C 5.32093 0.37219 0.32130 0.01
C 3.94230 -0.29573 0.26096 -0.02
C 3.22701 -0.07510 1.59656 0.03
C -5.44608 0.59155 -0.89140 0.00
C 0.97653 4.86356 0.61239 0.00
C 2.47431 1.88531 -4.12737 0.00
C -0.43480 -5.93806 2.66460 0.00
C 2.04417 4.10670 3.39221 0.00
C -4.41294 1.61111 -0.40025 0.00
C 4.13343 -1.79585 0.01114 0.01
C -3.20392 1.60290 -1.31052 -0.01
C -2.56532 -0.46038 4.57365 0.00
C -0.36333 4.79307 3.42666 0.00
B -4.43079 -3.01878 1.04203 0.00
B 0.31060 2.22732 -1.91233 0.00
H 2.99272 -1.91854 -2.94791 0.00
H 4.62504 0.65757 -2.52802 0.00
H -4.86176 -2.34156 1.95734 0.00
H -1.82740 -0.65339 5.35048 0.00
H 0.38668 2.38458 4.56236 0.00
H -4.94494 1.44062 1.67502 0.00
H 2.67925 -3.49769 1.97071 -0.01
H 0.59673 -4.85286 -4.94785 0.00
H -0.17226 -6.69229 1.91915 0.00
H 3.82965 -0.48147 2.41269 0.00
H -1.12801 -2.46774 -2.19677 0.02
H -5.89157 3.08455 0.18495 0.00
H 2.77552 3.38540 3.02185 0.00
H 3.16965 -2.30359 -0.07594 0.07
H 5.87696 0.00293 1.18621 0.00
H -4.29756 3.77612 -0.17064 0.00
H -0.36401 -3.37133 -4.98650 0.00
H -1.52424 -5.85622 2.68445 0.00
H -3.25064 -1.30384 4.50031 0.00
H 0.39347 -3.50192 4.60234 0.00
H 0.84477 1.57992 3.04661 0.00
H 1.45100 6.21150 -1.67921 0.00
H 2.48314 2.97611 -4.09674 0.00
H 0.27265 5.25315 -2.58544 0.00
H 3.33897 1.55571 -4.70231 0.00
H 2.41134 -5.39425 -2.34026 0.00
H -2.24458 2.05427 -5.19246 0.00
H -3.28037 1.99049 1.41615 0.00
H 1.57270 1.58232 -4.65780 0.00
H -0.10279 -6.30054 3.64029 0.00
H -5.73599 0.79378 -1.92401 0.00
H 1.28204 5.84150 0.94506 0.00
H -1.37816 4.54939 3.10498 0.00
H 2.34155 5.09650 3.04396 0.00
H 5.22541 1.45565 0.40931 0.00
H 3.27706 -3.33578 -3.96947 0.00
H 2.25876 -2.01010 -4.54589 0.00
H 2.08041 4.10482 4.48432 0.00
H -0.12135 5.78742 3.04934 0.00
H 4.69126 -1.97054 -0.91172 0.00
H -3.70939 0.28518 1.15822 0.00
H -0.85958 -4.71460 -3.95412 0.00
H -3.12775 0.43892 4.82092 0.00
H 0.05771 -1.21589 -2.57173 -0.01
H -0.90183 3.02936 -4.57979 0.00
H -4.11997 1.86075 -3.33130 0.00
H -0.70794 1.29102 -4.77822 0.00
H -3.81560 -3.98900 1.46259 0.01
H -5.30030 -3.35688 0.27114 0.00
H -0.36906 -4.37280 -0.11878 -0.02
H 0.82718 -5.54350 -1.58143 0.00
H 4.68670 -2.25373 0.83496 0.00
H 2.24912 -0.56010 1.61116 0.02
H 0.47585 -2.12155 3.49950 0.00
H 2.57969 -4.89623 3.03968 0.00
H 2.04041 -4.45132 -0.89787 0.00
H 1.95567 4.73951 -2.51646 0.00
H -1.07404 -2.93570 3.79207 0.00
H -1.57031 -3.60758 0.91009 0.02
H 3.06167 0.98963 1.77271 0.00
H -0.34476 4.82842 4.51897 0.00
H 2.48839 -5.12113 1.29323 0.00
H -5.06141 -0.42575 -0.83787 0.00
H -5.35044 3.25411 -1.49075 0.00
H -0.80274 2.18171 3.26704 0.00
H -6.34458 0.64801 -0.27239 0.00
H 0.49299 2.90378 -2.87938 0.00
H 5.90870 0.15334 -0.57178 0.00



[3]
89
Properties=species:S:1:pos:R:3:mulliken_spin:R:1 method="wB97M-V/def2-TZVPD" gap_ev="7.44 / 7.41" multiplicity=3 total_charge=-1 e_above_lowest_kcal_mol=0.0
Pd 0.76930 0.13188 -1.39927 2.44
P -1.36043 0.16723 -3.83178 -0.01
P 0.29040 2.49523 -3.30703 0.01
F 4.76397 -0.18720 -0.26065 0.00
F 4.17749 -1.79939 -1.79014 0.00
F 2.98939 0.16706 -1.68472 -0.01
F 5.14575 0.16102 -2.49025 0.00
O 0.33078 4.08050 -3.56454 0.01
O -2.69314 -0.34805 -4.54149 0.01
O 1.22705 1.76450 -4.21556 0.00
O -1.27431 -0.34404 -2.43057 -0.07
O -2.39221 2.42087 -2.92122 0.00
O -0.23937 -0.26045 -4.82735 0.00
O 0.37839 2.28211 -1.80744 0.02
N 0.77868 -1.01595 1.60450 -0.07
N -1.07522 0.21075 1.20223 -0.03
C -3.19180 3.06707 0.14409 0.00
C -1.64038 3.58846 2.81364 0.00
C -1.08839 3.24785 1.42202 -0.01
C 2.12894 -2.88142 0.79713 -0.07
C -4.28363 1.02031 -0.43320 0.00
C 3.34781 -3.54826 0.77839 0.00
C -2.13879 0.98043 0.65862 0.02
C 0.71032 -4.89236 0.21407 0.00
C 0.97001 -3.40407 -0.03233 0.08
C -3.27933 -1.22410 0.13847 -0.01
C -3.22943 0.29179 0.09807 -0.02
C 4.06335 1.08182 2.55455 -0.01
C 3.03392 0.07511 3.07228 0.01
C 1.21199 -3.14967 -1.52298 0.03
C 3.10812 -1.22757 2.29963 -0.01
C -2.11407 2.37596 0.70501 -0.03
C 3.19626 -0.15853 4.57578 0.00
C 4.42254 -3.09270 1.51810 0.00
C -4.11098 -1.68718 1.33982 0.00
C -4.26391 2.40605 -0.42054 0.00
C -1.74026 2.54332 -5.21245 0.00
C -3.82117 -1.85179 -1.14364 0.00
C 0.35460 2.77193 1.54565 0.05
C 2.02149 -1.71616 1.56743 0.01
C -1.39300 1.98905 -3.83750 -0.01
C -1.10755 -0.24359 2.52016 0.01
C 4.29786 -1.94230 2.27485 0.00
C -0.00146 -0.97554 2.76025 0.04
B 4.32692 -0.43718 -1.55478 0.01
B 0.13868 -0.24751 0.57416 -0.39
H -5.14296 -1.34264 1.23465 0.00
H -0.18985 -5.21027 -0.31637 0.00
H 3.93781 2.04201 3.06150 0.00
H 0.77627 2.51618 0.57430 0.00
H 0.57493 -5.09828 1.27718 0.00
H 0.44715 1.91959 2.21706 -0.02
H -2.07867 2.22336 -2.02286 0.00
H 4.17658 -0.58488 4.79889 0.00
H 3.46516 -4.42748 0.15783 0.00
H 0.07132 -2.86218 0.26745 -0.01
H -4.86449 -1.58678 -1.32531 0.00
H 5.36899 -3.61674 1.47759 0.00
H 0.39168 -3.55224 -2.12206 0.00
H -3.71599 -1.29215 2.27456 0.00
H -0.99488 4.30701 3.32220 0.00
H -1.68156 2.68318 3.42453 0.00
H -5.12764 0.50504 -0.87361 0.00
H 0.52369 0.41218 -4.72240 0.00
H -5.07815 2.96693 -0.86121 0.00
H 3.95954 1.22427 1.48048 0.00
H -1.74494 3.63153 -5.16317 0.00
H -4.11861 -2.77681 1.40768 0.00
H 0.40091 4.55181 -2.73005 0.00
H -3.17398 4.15129 0.15898 0.00
H -2.64867 4.00054 2.75218 0.00
H 2.43852 -0.84695 4.95437 0.00
H -1.01151 2.22327 -5.95466 0.00
H 1.29632 -2.07875 -1.74927 0.02
H -1.92377 -0.01121 3.18362 0.00
H 2.04687 0.50691 2.90895 -0.01
H -2.73138 2.19827 -5.50862 0.00
H 2.15151 -3.59741 -1.84909 0.00
H 1.53749 -5.50607 -0.14685 0.00
H 5.08165 0.73434 2.73837 0.00
H -3.38120 -0.52279 -3.89017 0.00
H -2.25472 -1.57751 0.26426 0.02
H 3.10681 0.78328 5.12206 0.00
H 0.29847 -1.48677 3.65972 0.00
H -3.77196 -2.93968 -1.07235 0.00
H -1.05994 4.17337 0.83636 0.00
H 0.94856 3.58585 1.96994 0.00
H 5.15482 -1.56661 2.82004 0.00
H -3.20533 -1.54131 -1.98614 0.00



[4]
58
Properties=species:S:1:pos:R:3:nbo_charge:R:1 method="wB97M-V/def2-TZVPD" gap_ev="3.71 / 8.15" multiplicity=2 total_charge=0
Zn -0.51202 -16.65428 18.19726 1.00
F 0.38215 -14.95275 17.69224 -0.93
O 1.51345 -15.50592 13.87467 -0.69
O -1.28285 -15.93981 19.97013 -0.74
O -2.24756 -16.29050 17.16868 -0.77
O 0.25078 -17.46651 16.50538 -0.82
O 4.66434 -13.34779 15.70945 -0.71
O 1.76001 -14.84594 20.73136 -0.66
O -0.78532 -10.30896 15.78610 -0.66
N 0.87447 -13.10437 21.93100 -0.85
N -0.55267 -15.22633 14.63952 -0.84
N 2.82587 -14.43282 16.08116 -0.84
N 1.59612 -19.04566 16.12564 -0.77
N -2.24958 -14.37422 21.23224 -0.80
N -0.82059 -12.40909 16.69244 -0.87
N 0.77522 -11.88354 15.57818 -0.82
N -3.24739 -14.45167 17.56333 -0.82
N 0.13086 -14.17059 12.84946 -0.83
N 3.46865 -12.92531 17.38805 -0.80
N -2.45687 -16.39059 21.87089 -0.84
N -4.30683 -16.01078 16.44745 -0.79
N 0.60346 -13.10255 19.87109 -0.86
N -0.17497 -18.82748 14.80558 -0.80
C -3.24577 -15.65876 17.06506 0.77
C 0.55310 -18.41453 15.80791 0.78
C 0.40934 -15.02466 13.79626 0.76
C -0.36539 -11.44474 15.90648 0.74
C 1.24960 -13.70056 20.80071 0.75
C 3.72155 -13.58549 16.40410 0.72
C -1.92061 -15.57190 20.93063 0.80
H 1.23094 -13.53634 22.77150 0.40
H -1.48313 -12.32633 17.45025 0.36
H -1.04119 -18.41827 14.48570 0.42
H -2.16306 -13.60493 20.58354 0.39
H -4.42466 -16.81300 15.84521 0.43
H -0.36809 -13.31200 16.68269 0.43
H 0.48715 -13.62560 19.01493 0.44
H 2.24844 -18.66940 16.79870 0.43
H -0.40052 -15.70043 15.51826 0.44
H 0.76921 -14.15147 12.06699 0.40
H 0.18548 -12.19308 20.00616 0.37
H 2.06452 -14.74061 16.66914 0.42
H -2.29278 -17.37998 21.75141 0.41
H 0.38244 -12.22323 21.89111 0.37
H -2.61817 -14.07549 22.12386 0.39
H 1.34656 -11.49304 14.84253 0.40
H -4.10356 -13.95068 17.37338 0.38
H 2.95122 -15.00282 15.25686 0.42
H -4.93131 -15.22079 16.36981 0.38
H -1.36900 -14.63538 14.70639 0.38
H -0.71066 -13.62078 12.75108 0.38
H -2.34278 -14.06295 17.78844 0.42
H 1.93128 -19.71648 15.44905 0.37
H 2.68508 -13.16922 17.97678 0.39
H 3.76137 -11.96391 17.28739 0.40
H 0.24476 -19.60376 14.31433 0.38
H 1.22813 -12.43928 16.28960 0.40
H -2.91110 -16.12270 22.73230 0.39



Values for M, Da, ordered as above
135.16 869.93 785.64 504.78